Record 1
Density functional theory data (the ωB97M-V functional and the def2-TZVPD basis) for a structure of composition C28H24Cl2F3N2O7SbY in a non-equilibrium geometry.

Geometry as XYZ:
```
68
Properties=species:S:1:pos:R:3:mulliken_charge:R:1
Y -0.68993 0.48101 1.43538 0.235
O 0.51039 5.47182 4.44362 -0.502
C 0.25594 5.81793 3.20279 0.448
O 0.15087 6.95697 2.83852 -0.563
C 0.08144 4.71461 2.19340 0.233
C -0.05292 4.96511 0.83459 -0.478
N -0.22568 3.79128 0.22240 -0.246
N -0.21277 2.76620 1.09162 0.303
C -0.03178 3.31474 2.30465 -0.316
C -0.02031 2.39488 3.50326 0.927
O 0.42150 2.78303 4.56838 -0.786
O -0.49418 1.22240 3.27210 -0.501
H 0.56786 4.49930 4.62128 0.438
H -0.03009 5.90791 0.32326 0.565
H -0.36878 3.63745 -0.76872 0.124
Cl 2.04422 0.03070 2.09780 -0.005
C 1.63952 -1.15586 3.34989 -0.386
Cl 0.00020 -1.72623 3.00199 -0.062
H 1.64247 -0.65435 4.31866 0.448
H 2.34699 -1.98752 3.30400 0.405
C -4.85931 1.13957 -0.05165 -1.662
C -3.78127 0.66046 0.90728 1.872
C -4.34311 0.06769 2.19428 -1.439
O -2.86242 1.74693 1.24508 -0.434
C -2.77322 -0.30361 0.22964 0.064
O -2.60999 -0.32711 -0.97884 -0.652
O -2.00967 -0.92957 1.05613 -0.682
H -5.50853 1.86517 0.43645 0.445
H -5.45860 0.29277 -0.37390 0.370
H -4.40445 1.58665 -0.93382 0.346
H -4.85404 0.84016 2.76900 0.427
H -3.53921 -0.35275 2.80959 0.283
H -5.05001 -0.72356 1.96201 0.395
H -3.37267 2.39722 1.75836 0.341
F -0.99050 -3.25575 -6.39639 -0.319
C -0.72443 -2.68544 -5.21643 0.225
C 0.39155 -1.87310 -5.09611 -0.629
C 0.67180 -1.29608 -3.87096 -0.496
C -0.16269 -1.53746 -2.79080 0.579
C -1.28908 -2.33389 -2.92969 -0.403
C -1.57557 -2.91866 -4.14866 -0.762
Sb 0.39985 -0.81000 -0.85488 1.896
C 0.92434 -2.76856 -0.12133 0.557
C -0.11530 -3.68497 0.01019 -0.500
C 0.13854 -4.97853 0.42522 -0.680
C 1.44530 -5.33453 0.71470 0.193
F 1.70411 -6.58521 1.10895 -0.326
C 2.48822 -4.42794 0.62182 -0.714
C 2.22432 -3.13496 0.20310 -0.484
C 2.27767 0.13601 -1.36467 0.024
C 3.37889 -0.50592 -1.91032 -0.136
C 4.49458 0.22140 -2.28914 -0.755
C 4.48672 1.59839 -2.12877 0.081
F 5.55496 2.30741 -2.50411 -0.323
C 3.39558 2.26560 -1.59516 -0.379
C 2.29830 1.51804 -1.21510 -0.512
H 1.02773 -1.70166 -5.94958 0.480
H 1.54236 -0.66491 -3.76051 0.425
H -1.96224 -2.47448 -2.09709 0.259
H -2.44377 -3.54455 -4.27851 0.476
H -1.13359 -3.38025 -0.19551 0.292
H -0.65113 -5.70801 0.51131 0.492
H 3.49022 -4.74249 0.86406 0.495
H 3.03536 -2.42244 0.11649 0.501
H 3.35767 -1.57635 -2.04518 0.581
H 5.36129 -0.25835 -2.71670 0.487
H 3.41751 3.34018 -1.49379 0.503
H 1.43297 2.02604 -0.79491 -0.087
```

Properties
- Highest occupied orbital energy: -11.6 eV
- Total charge: +1
- Gap between HOMO and LUMO: 8.49 eV
- E_tot: -3216.05305 Ha
- Energy above the lowest of the compared OMol25 structures with the same formula, charge and spin: 184.2 kJ/mol

=====

Record 2
Density functional theory data (the ωB97M-V functional and the def2-TZVPD basis) for a structure of composition C28H24ClN5O4PPtS in a non-equilibrium geometry.

Geometry as XYZ:
```
65
Properties=species:S:1:pos:R:3:mulliken_charge:R:1
Pt -0.37700 -0.01671 0.88566 2.278
O 0.80926 1.39915 2.36278 -0.696
C 1.45515 1.06114 3.36156 -0.252
C 1.32841 -0.21568 4.00201 1.023
C 2.03362 -0.38549 5.19849 -0.832
C 1.86383 -1.53288 5.91991 -0.371
C 1.01218 -2.54635 5.50586 -0.457
C 0.33273 -2.41304 4.31186 -0.494
C 0.48414 -1.26671 3.52477 0.436
O -0.20223 -1.28987 2.38013 -0.769
N 2.60859 -1.68917 7.19050 0.998
O 3.46333 -0.86594 7.42108 -0.563
O 2.29722 -2.62668 7.88366 -0.554
H 2.16106 1.76911 3.81044 0.470
H 2.69751 0.38130 5.57926 0.570
H 0.89713 -3.42635 6.12497 0.543
H -0.33357 -3.18455 3.95100 0.529
C -2.18771 4.63976 -0.61024 -1.262
C -2.68330 3.61581 0.34235 0.863
N -3.75935 3.66343 1.04423 -0.627
N -3.80446 2.47070 1.73967 0.219
C -2.79026 1.67709 1.46585 0.259
S -2.42597 0.07108 1.98969 -0.256
N -2.05250 2.38310 0.59637 0.314
N -0.81666 1.91312 0.11804 -1.152
H -2.71701 5.57103 -0.41979 0.371
H -2.40250 4.33987 -1.63848 0.320
H -1.11504 4.81239 -0.50575 0.372
H -4.58196 2.29048 2.36385 0.196
H -0.06709 2.51395 0.48840 0.607
H -0.82025 1.98955 -0.90617 0.361
Cl 2.09086 -1.26991 0.77048 -0.093
C 1.90680 -2.25822 -0.68504 1.166
C 2.67559 -3.39062 -0.80888 -0.781
C 2.57611 -4.11789 -1.99278 -0.632
C 1.73304 -3.69779 -3.01370 -0.869
C 0.93186 -2.57843 -2.84362 -0.421
C 1.00309 -1.85585 -1.65011 0.361
P -0.05165 -0.43469 -1.38382 -0.290
C -1.57521 -0.74414 -2.20195 0.884
C -2.15273 0.18346 -3.08390 -0.499
C -3.28550 -0.16919 -3.79635 -0.956
C -3.85890 -1.42222 -3.61278 -0.546
C -3.31085 -2.33253 -2.71146 -0.816
C -2.18573 -1.99197 -1.98697 -0.475
C 0.88796 0.92649 -2.10788 1.278
C 0.92167 1.03590 -3.50541 -0.801
C 1.73139 1.99154 -4.09945 -0.883
C 2.52731 2.82204 -3.32224 -0.659
C 2.51330 2.71133 -1.93749 -0.924
C 1.70201 1.76806 -1.32880 -0.214
H 3.33672 -3.70674 -0.01307 0.534
H 3.16399 -5.01864 -2.10989 0.453
H 1.67869 -4.25659 -3.93807 0.464
H 0.25057 -2.27921 -3.62997 0.429
H -1.69901 1.15311 -3.25054 0.499
H -3.71652 0.52615 -4.50418 0.481
H -4.74053 -1.69451 -4.17921 0.466
H -3.76105 -3.30738 -2.58238 0.484
H -1.76564 -2.69711 -1.27903 0.464
H 0.34553 0.36715 -4.13157 0.500
H 1.75897 2.06808 -5.17866 0.490
H 3.18037 3.54169 -3.79871 0.451
H 3.14936 3.34819 -1.33664 0.528
H 1.73082 1.67783 -0.24790 0.486
```

Properties
- Highest occupied orbital energy (spin up / spin down): -17.0 / -17.0 eV
- Total charge: +3
- Gap between HOMO and LUMO (spin up / spin down): 4.95 / 4.95 eV
- E_tot: -2974.02218 Ha
- Energy above the lowest of the compared OMol25 structures with the same formula, charge and spin: 266.2 kJ/mol

=====

Record 3
Density functional theory data (the ωB97M-V functional and the def2-TZVPD basis) for a cluster of 2 separate species, C28H24F3N2O4S in total in a non-equilibrium geometry.

Geometry as XYZ:
```
62
Properties=species:S:1:pos:R:3:mulliken_charge:R:1
C 4.85020 2.81031 -0.39721 -1.619
C 4.51652 1.46270 0.19948 1.838
C 3.99642 0.49967 -0.85003 -1.754
C 5.79070 0.89591 0.79485 -1.742
O 3.57311 1.62471 1.31859 -0.450
C 2.31655 2.12688 1.01813 -0.067
C 1.32933 1.03346 1.01269 -0.380
N 0.08936 1.27040 1.21426 -0.322
C -0.98028 0.48796 1.14937 -0.374
C -2.23407 1.21816 0.93571 1.424
C -3.47404 0.67854 0.51418 -0.241
C -4.59952 1.50503 0.37452 -0.788
C -4.52396 2.87621 0.62810 -0.460
C -3.29683 3.43063 1.01325 -0.629
C -2.17015 2.61068 1.13991 -0.765
C -0.79256 -0.96178 1.28008 1.225
C -1.64116 -1.96629 0.75252 -0.399
C -1.14806 -3.26141 0.56229 -0.736
C 0.15485 -3.60616 0.94262 -0.509
C 0.92504 -2.67160 1.64331 -0.849
C 0.40539 -1.40250 1.88748 -0.838
O 2.07906 3.29952 0.84060 -0.635
H 5.31872 3.44231 0.36799 0.364
H 5.56048 2.66047 -1.21761 0.413
H 3.95540 3.30556 -0.78051 0.370
H 3.74146 -0.46574 -0.39432 0.373
H 3.13479 0.91526 -1.38283 0.379
H 4.79163 0.33110 -1.58672 0.473
H 5.61091 -0.07662 1.26463 0.400
H 6.52831 0.76367 -0.00577 0.373
H 6.20280 1.58669 1.54015 0.406
H 1.73177 0.05654 0.70839 0.505
H -3.58719 -0.37022 0.26187 0.280
H -5.55212 1.07006 0.05594 0.362
H -5.40730 3.51658 0.51027 0.335
H -3.20073 4.49469 1.21659 0.373
H -1.20633 3.03784 1.41204 0.467
H -2.66915 -1.74454 0.48478 0.196
H -1.79902 -4.00465 0.09400 0.368
H 0.54705 -4.60345 0.72826 0.349
H 1.93371 -2.91568 1.98788 0.407
H 0.96251 -0.72583 2.53624 0.909
F 1.05465 1.16465 7.98166 -0.237
C -0.13194 0.88666 7.37829 0.703
F -1.07755 0.73602 8.33757 -0.229
F -0.49728 1.95424 6.62006 -0.216
S 0.06678 -0.61976 6.41637 -0.091
N -1.63691 -0.78258 6.08401 -0.013
C -2.16181 -0.35606 4.86092 0.402
O -1.53808 0.18231 3.95116 -0.545
C -3.61094 -0.65542 4.94332 0.351
C -3.90789 -1.17353 6.19558 -0.364
C -5.22469 -1.47519 6.54132 -0.541
C -6.21370 -1.25705 5.56972 -0.387
C -5.89527 -0.75385 4.29085 -0.647
C -4.57426 -0.43653 3.96428 0.097
C -2.62736 -1.31846 6.96723 0.452
O -2.43283 -1.78385 8.07145 -0.614
H -5.45785 -1.86063 7.53521 0.455
H -7.25722 -1.47790 5.78602 0.360
H -6.68351 -0.60761 3.55602 0.463
H -4.26226 -0.02784 2.99989 0.564
```

Properties
- Highest occupied orbital energy: -2.5 eV
- Total charge: -1
- Gap between HOMO and LUMO: 3.94 eV
- E_tot: -2189.67399 Ha